(1)
2 unconnected molecules or ions with the total composition C4H6N2S. Source: the Open Molecules 2025 dataset; level of theory: ωB97M-V/def2-TZVPD.

Its molar mass is 114.17 Da. The calculated total energy is -18055.3613 eV. As for the energy above the lowest of the compared OMol25 structures with the same formula, charge and spin: 129.42 kcal per mole. As for the multiplicity: 1.

Last columns: bonded neighbours and bond lengths (Å).
Geometry (Å):
1 C -1.246 0.473 -0.026  C2 1.372, H7 1.236, N11 1.337
2 C 0.119 0.348 -0.085  C1 1.372, C3 1.438, C4 1.567
3 C 0.725 -0.946 0.079  C2 1.438, H8 1.040, H9 1.115, S13 1.922
4 C 1.277 1.401 -0.026  C2 1.567, H10 1.172, N12 1.344
5 H -1.413 -1.692 -0.902  no bonds
6 H -2.833 -0.567 0.516  N11 1.001
7 H -1.608 1.603 0.320  C1 1.236
8 H 0.491 -1.605 -0.691  C3 1.040
9 H 0.335 -1.180 1.097  C3 1.115
10 H 1.096 2.548 0.135  C4 1.172
11 N -2.106 -0.539 -0.171  C1 1.337, H6 1.001
12 N 2.523 0.944 -0.238  C4 1.344, S13 1.752
13 S 2.639 -0.789 -0.007  C3 1.922, N12 1.752

***

(2)
C4H6N2S in the gas phase. Source: the Open Molecules 2025 dataset; level of theory: ωB97M-V/def2-TZVPD.

Its molar mass is 114.17 Da. The calculated total energy is -18056.0632 eV. As for the energy above the lowest of the compared OMol25 structures with the same formula, charge and spin: 113.23 kcal per mole. As for the multiplicity: 1.

Last columns: bonded neighbours and bond lengths (Å).
Geometry (Å):
1 C -1.307 -1.180 0.033  C2 1.347, N5 1.306, H8 1.092
2 C -2.368 -0.355 -0.052  C1 1.347, S7 1.556
3 C 0.577 0.273 0.298  C4 1.542, N5 1.412, N6 1.367, H9 1.120
4 C 1.962 0.269 -0.381  C3 1.542, H10 1.086, H11 1.084, H12 1.085
5 N -0.019 -1.000 0.154  C1 1.306, C3 1.412
6 N -0.052 1.480 0.169  C3 1.367, H13 1.022
7 S -3.762 0.333 -0.100  C2 1.556
8 H -1.602 -2.231 -0.017  C1 1.092
9 H 0.810 0.189 1.390  C3 1.120
10 H 1.823 0.192 -1.455  C4 1.086
11 H 2.550 -0.573 -0.032  C4 1.084
12 H 2.459 1.206 -0.153  C4 1.085
13 H -1.070 1.397 0.145  N6 1.022

***

Q: Which of these has the lowest energy above the lowest of the compared OMol25 structures with the same formula, charge and spin?
A: number 2